Entry 1:
{"formula": "C4H12NO", "method": "ωB97M-V/def2-TZVPD", "homo_ev": -14.7, "de_lowest_kj_mol": 96.09, "energy_ha": -289.33826, "smiles": "C[NH2+][C@H](C)CO", "charge": 1, "elements": ["C", "N", "C", "C", "C", "O", "H", "H", "H", "H", "H", "H", "H", "H", "H", "H", "H", "H"], "positions_angstrom": [[-1.20838, -1.49519, -1.65236], [-1.12952, -0.34734, -0.66186], [0.27638, -0.11630, -0.09513], [0.44272, -0.95087, 1.14782], [0.41467, 1.40240, 0.15500], [1.42224, 1.58994, 1.12095], [-2.12634, -1.40128, -2.21890], [-0.38161, -1.39215, -2.34415], [-1.16355, -2.42596, -1.10576], [-1.44106, 0.47929, -1.16760], [-1.70827, -0.57786, 0.14562], [0.94455, -0.43006, -0.89444], [1.50081, -0.95650, 1.41505], [0.19963, -1.99283, 0.92604], [-0.12204, -0.59553, 2.01618], [-0.54838, 1.76815, 0.50718], [0.70620, 1.94215, -0.75029], [1.27680, 2.41058, 1.61398]]}

Entry 2:
{"formula": "C4H12NO", "method": "ωB97M-V/def2-TZVPD", "homo_ev": -16.0, "de_lowest_kj_mol": 0.00, "energy_ha": -289.37486, "charge": 1, "elements": ["C", "N", "C", "C", "C", "H", "H", "H", "H", "H", "H", "H", "H", "H", "H", "H", "H", "O"], "positions_angstrom": [[-0.12793, -1.09402, -0.48630], [-0.16164, 0.39598, -0.47174], [-0.04209, 0.80720, 0.96067], [-0.69646, -0.35537, 1.75423], [-0.99189, -1.45508, 0.71747], [0.90123, -1.44197, -0.32827], [-0.46253, -1.48077, -1.43077], [0.54860, 0.81482, -1.10535], [-1.08080, 0.68948, -0.80589], [1.02788, 0.83332, 1.20538], [-0.44836, 1.80430, 1.06987], [-1.56043, -0.08270, 2.33950], [0.10808, -0.73151, 2.38905], [-0.76730, -2.44433, 1.10545], [-2.02157, -1.53857, 0.36789], [2.25214, 1.16021, -2.84932], [1.80545, 2.53519, -2.28409], [1.71762, 1.58385, -2.14779]]}